# 1
The following is a quantum chemistry calculation of a structure of composition C19H32HfNP at a distorted geometry, from the OMol25 dataset.

## Properties
- net charge = +2
- HOMO (spin up / spin down) (eV) = -14.13 / -14.13
- multiplicity = 1
- Kohn-Sham gap (spin up / spin down) (eV) = 4.379 / 4.377
- LUMO energy (spin up / spin down) (Eh) = -0.3585 / -0.3586
- DFT total energy (eV) = -32286.2331

Last column: natural (NBO) charge in e.
Positions of all 54 atoms, in Å:
C1 1.294 0.068 -4.487  -0.124
C2 1.475 1.224 -3.730  -0.218
C3 1.125 1.263 -2.368  0.011
C4 0.621 0.102 -1.749  -0.565
C5 0.300 -1.005 -2.574  0.003
C6 0.716 -1.062 -3.909  -0.214
C7 1.317 2.555 -1.618  -0.472
C8 0.203 2.971 -0.635  -0.107
N1 -0.889 3.642 -1.297  -0.390
Hf1 0.074 0.098 0.407  1.798
C9 -0.554 -2.095 -1.982  -0.723
P1 -1.681 -1.311 -0.691  0.951
H1 1.889 2.125 -4.192  0.236
H2 0.533 -1.969 -4.496  0.239
H3 1.574 0.055 -5.541  0.247
H4 0.020 -2.900 -1.491  0.247
H5 -1.208 -2.578 -2.719  0.259
H6 2.263 2.523 -1.042  0.234
H7 1.433 3.382 -2.345  0.271
H8 -0.162 2.152 0.107  0.013
C10 -2.408 -2.769 0.080  -0.942
C11 -2.993 -0.692 -1.794  -0.933
H9 0.619 3.736 0.037  0.242
C12 -1.564 3.019 -2.400  -0.416
C13 -1.738 4.426 -0.437  -0.413
H10 -0.187 -2.608 1.859  0.357
H11 -2.300 3.743 -2.780  0.234
H12 -0.879 2.754 -3.215  0.216
H13 -2.132 2.116 -2.117  0.165
H14 -2.409 5.034 -1.052  0.232
H15 -2.363 3.818 0.235  0.179
H16 -1.121 5.089 0.181  0.213
H17 -3.481 -1.539 -2.300  0.268
H18 -3.698 -0.121 -1.175  0.261
H19 -2.574 -0.007 -2.542  0.268
H20 -2.820 -3.425 -0.701  0.276
H21 -1.650 -3.301 0.664  0.230
H22 -3.190 -2.424 0.768  0.265
H23 -1.556 0.605 0.184  -0.289
C14 2.606 -2.906 3.703  -0.589
C15 1.793 -1.634 3.980  -0.136
C16 0.744 -1.973 5.042  -0.586
C17 2.737 -0.577 4.544  -0.608
C18 1.094 -1.141 2.713  0.360
C19 0.267 -1.612 1.833  -0.681
H24 3.041 -3.271 4.643  0.263
H25 3.445 -2.714 3.022  0.235
H26 1.979 -3.714 3.308  0.221
H27 1.220 -2.335 5.965  0.265
H28 0.164 -1.082 5.306  0.232
H29 0.073 -2.765 4.688  0.220
H30 3.568 -0.385 3.857  0.226
H31 2.192 0.345 4.771  0.222
H32 3.174 -0.934 5.485  0.252

***

# 2
The following is a quantum chemistry calculation of an isolated molecule of C19H32N2, from the OMol25 dataset.

## Properties
- HOMO (eV) = -8.00
- multiplicity = 1
- Kohn-Sham gap (eV) = 8.928
- LUMO energy (Eh) = 0.0340
- DFT total energy (eV) = -23202.5385
- energy above the lowest of the compared OMol25 structures with the same formula, charge and spin (kJ/mol) = 0.0

Last column: natural (NBO) charge in e.
Positions of all 53 atoms, in Å:
C1 -3.396 -2.221 1.303  -0.606
C2 -4.416 -1.996 0.192  -0.207
N1 -4.331 -0.644 -0.326  -0.466
C3 -5.597 -0.123 -0.806  -0.207
C4 -6.457 0.395 0.344  -0.607
C5 -3.236 -0.442 -1.256  -0.215
C6 -2.597 0.941 -1.057  -0.213
N2 -1.803 0.970 0.159  -0.465
C7 -2.045 2.135 0.977  -0.405
C8 -0.410 0.607 -0.042  -0.029
C9 0.196 -0.005 1.224  -0.397
C10 1.586 -0.559 0.925  -0.390
C11 2.509 0.550 0.407  -0.265
C12 3.893 0.028 0.124  0.092
C13 4.990 0.533 0.810  -0.234
C14 6.267 0.065 0.558  -0.207
C15 6.469 -0.922 -0.391  -0.224
C16 5.385 -1.434 -1.082  -0.206
C17 4.110 -0.963 -0.827  -0.241
C18 1.895 1.203 -0.837  -0.389
C19 0.502 1.745 -0.531  -0.418
H1 -3.524 -1.463 2.069  0.214
H2 -3.531 -3.206 1.744  0.203
H3 -2.382 -2.147 0.921  0.199
H4 -4.278 -2.750 -0.604  0.162
H5 -5.416 -2.139 0.606  0.192
H6 -6.160 -0.882 -1.379  0.165
H7 -5.390 0.709 -1.483  0.191
H8 -6.734 -0.407 1.022  0.200
H9 -5.902 1.140 0.907  0.208
H10 -7.367 0.848 -0.044  0.205
H11 -3.566 -0.545 -2.304  0.168
H12 -2.475 -1.199 -1.072  0.197
H13 -1.999 1.191 -1.947  0.172
H14 -3.393 1.682 -0.977  0.197
H15 -3.093 2.133 1.273  0.204
H16 -1.441 2.078 1.879  0.198
H17 -1.828 3.088 0.469  0.161
H18 -0.412 -0.174 -0.811  0.188
H19 0.274 0.752 2.006  0.192
H20 -0.460 -0.796 1.591  0.218
H21 1.508 -1.352 0.178  0.194
H22 2.017 -0.996 1.829  0.213
H23 2.584 1.317 1.187  0.199
H24 4.842 1.305 1.553  0.205
H25 7.107 0.472 1.103  0.211
H26 7.465 -1.290 -0.591  0.211
H27 5.534 -2.205 -1.825  0.210
H28 3.276 -1.375 -1.376  0.205
H29 1.829 0.468 -1.642  0.195
H30 2.545 2.012 -1.180  0.212
H31 0.574 2.514 0.240  0.197
H32 0.079 2.204 -1.427  0.207

***

# 3
The following is a quantum chemistry calculation of a cluster of 3 separate species, C19H32NO2 in total at a distorted geometry, from the OMol25 dataset.

## Properties
- net charge = +1
- HOMO (eV) = -11.19
- multiplicity = 1
- Kohn-Sham gap (eV) = 7.960
- LUMO energy (Eh) = -0.1189
- DFT total energy (eV) = -25795.8586
- energy above the lowest of the compared OMol25 structures with the same formula, charge and spin (kJ/mol) = 601.7

Last column: natural (NBO) charge in e.
Positions of all 54 atoms, in Å:
C1 1.044 1.608 1.652  -0.650
C2 0.282 0.809 0.492  -0.001
C3 0.918 0.368 -0.852  -0.224
C4 0.122 -0.412 -1.955  -0.203
C5 -1.367 -0.691 -1.651  -0.238
C6 -2.095 -0.259 -0.327  -0.049
C7 -3.639 -0.617 -0.221  -0.439
C8 -4.641 0.627 -0.070  -0.241
C9 -4.906 0.872 1.506  -0.421
C10 -4.043 2.049 2.183  -0.445
C11 -3.415 3.116 1.167  -0.257
N1 -4.223 3.213 -0.091  -0.516
C12 -4.251 1.934 -0.906  -0.245
C13 -1.229 0.465 0.722  -0.273
H1 0.235 1.965 2.397  0.212
H2 1.843 0.975 2.155  0.243
H3 1.446 2.570 1.167  0.234
H4 2.027 0.632 -1.010  0.235
H5 0.608 -0.755 -2.938  0.280
H6 -1.952 -1.262 -2.464  0.226
H7 -3.948 -1.263 -1.122  0.241
H8 -3.758 -1.310 0.697  0.239
H9 -5.656 0.269 -0.496  0.241
H10 -4.840 -0.096 2.132  0.256
H11 -6.015 1.193 1.591  0.218
H12 -4.775 2.640 2.857  0.232
H13 -3.252 1.638 2.917  0.250
H14 -2.288 2.984 0.976  0.265
H15 -3.506 4.147 1.685  0.236
H16 -5.170 3.597 0.078  0.439
H17 -3.742 3.915 -0.696  0.446
H18 -3.268 1.883 -1.476  0.262
H19 -5.068 2.109 -1.705  0.237
H20 -1.676 0.776 1.718  0.202
C14 4.182 -3.300 -3.169  -0.724
C15 2.741 -2.947 -3.419  0.605
O1 2.432 -1.921 -3.999  -0.568
C16 1.695 -3.912 -2.925  -0.722
H21 4.823 -2.516 -3.578  0.240
H22 4.365 -3.377 -2.095  0.238
H23 4.425 -4.244 -3.662  0.237
H24 1.768 -4.015 -1.840  0.234
H25 1.828 -4.883 -3.407  0.239
H26 0.703 -3.530 -3.174  0.227
C17 6.344 -0.438 3.119  -0.721
C18 5.816 -0.946 1.804  0.589
O2 6.394 -1.818 1.186  -0.533
C19 4.544 -0.330 1.282  -0.721
H27 7.264 -0.970 3.370  0.244
H28 6.566 0.629 3.044  0.231
H29 5.610 -0.616 3.908  0.229
H30 4.686 0.741 1.124  0.229
H31 3.730 -0.504 1.989  0.221
H32 4.283 -0.793 0.328  0.234

***

# 4
The following is a quantum chemistry calculation of a structure of composition C19H33AlCl2N2O3S at a distorted geometry, from the OMol25 dataset.

## Properties
- HOMO (eV) = -7.44
- multiplicity = 1
- Kohn-Sham gap (eV) = 7.635
- LUMO energy (Eh) = 0.0070
- DFT total energy (eV) = -71843.2205

Last column: natural (NBO) charge in e.
Positions of all 61 atoms, in Å:
O1 -0.280 0.437 -1.114  -0.996
C1 0.223 -0.386 -2.084  0.109
C2 -0.901 -1.161 -2.757  -0.040
C3 -2.074 -1.492 -2.072  -0.232
H1 -2.140 -1.251 -1.005  0.252
C4 -3.132 -2.138 -2.722  -0.207
H2 -4.053 -2.333 -2.166  0.208
C5 -2.986 -2.527 -4.057  -0.229
H3 -3.800 -3.040 -4.566  0.209
C6 -1.795 -2.250 -4.740  -0.222
H4 -1.659 -2.558 -5.780  0.210
C7 -0.768 -1.550 -4.098  -0.205
H5 0.166 -1.302 -4.613  0.205
H6 0.730 0.200 -2.884  0.150
C8 2.764 -0.749 -1.450  -0.667
C9 1.381 -1.333 -1.412  -0.134
H7 3.489 -1.471 -1.862  0.217
H8 3.109 -0.460 -0.445  0.239
H9 2.796 0.134 -2.100  0.205
C10 1.159 -2.663 -1.293  -0.073
C11 2.169 -3.702 -0.956  -0.666
H10 0.174 -3.056 -1.532  0.215
H11 2.337 -4.421 -1.780  0.221
H12 1.816 -4.308 -0.110  0.238
H13 3.143 -3.275 -0.687  0.217
Al1 0.311 -0.131 0.620  1.789
Cl1 -1.377 -1.442 1.210  -0.636
Cl2 1.760 -1.451 1.640  -0.630
H14 -4.621 2.301 -0.830  0.193
H15 -4.749 1.726 1.714  0.195
C12 -3.834 1.536 -0.841  -0.405
C13 -3.850 1.106 1.614  -0.415
N1 -3.116 1.529 0.428  -0.397
H16 -3.124 1.754 -1.646  0.227
C14 -1.814 1.822 0.448  0.608
O2 -0.978 1.383 1.296  -0.741
H17 -3.207 1.219 2.491  0.245
H18 -1.482 2.455 -0.393  0.146
H19 -4.299 0.557 -1.021  0.221
H20 -4.167 0.062 1.505  0.219
H21 3.936 3.535 1.974  0.210
H22 2.782 5.331 0.313  0.209
C15 3.848 2.889 1.094  -0.426
C16 2.630 4.495 -0.377  -0.402
N2 2.638 3.228 0.343  -0.374
H23 3.806 1.841 1.397  0.260
C17 1.590 2.410 0.298  0.589
O3 1.609 1.257 0.826  -0.753
H24 1.662 4.602 -0.877  0.217
H25 0.702 2.780 -0.241  0.177
H26 4.721 3.075 0.460  0.207
H27 3.435 4.512 -1.122  0.211
C18 0.801 0.322 5.587  -0.750
S1 -0.412 -0.275 4.423  0.217
C19 -0.084 -2.027 4.604  -0.750
H28 1.122 1.306 5.237  0.216
H29 1.660 -0.349 5.632  0.216
H30 0.321 0.421 6.570  0.207
H31 0.815 -2.188 5.213  0.212
H32 -0.963 -2.473 5.085  0.211
H33 0.059 -2.459 3.608  0.253